{
  "formula": "C4H10N3O2",
  "method": "the ωB97M-V functional and the def2-TZVPD basis",
  "orbital_gap_ev": 9.88,
  "charge": 1,
  "e_above_lowest_kj_mol": 214.6,
  "e_homo_ev": -13.164,
  "symbols": ["C", "C", "N", "H", "O", "H", "H", "H", "H", "N", "H", "H", "C", "N", "C", "H", "H", "O", "H"],
  "positions_angstrom": [[0.659366, -0.851350, 0.186356], [1.815395, -0.149252, -0.583617], [-2.379757, 1.966209, -0.397047], [-2.548567, 1.569839, -1.252099], [-0.877509, 1.564813, 1.337860], [-1.021769, -1.380084, -2.175473], [0.599494, -1.320981, 2.201510], [1.346676, 0.088174, 1.942436], [1.592805, 0.221024, -1.582518], [0.602391, -0.498483, 1.625522], [0.892818, -2.613149, -0.614909], [2.045152, 0.759612, -0.084917], [-0.629771, -0.320120, -0.511718], [-1.293785, -0.641581, -1.517349], [-1.394911, 1.354915, 0.216181], [-0.278063, 0.221342, 1.597739], [2.874968, -0.614589, -0.632807], [0.705670, -2.224070, 0.248753], [-2.710602, 2.867733, -0.003903]],
  "atomic_forces_ev_per_a": [[0.630, 0.308, -1.723], [1.949, -0.441, 0.124], [1.609, 0.985, 2.911], [-1.241, -0.523, -2.816], [-1.059, 0.271, -1.416], [0.092, -0.201, 0.653], [-0.517, -0.600, 0.256], [0.854, 0.466, 0.039], [-0.457, -0.604, -0.116], [-1.540, 1.608, -0.791], [0.038, -0.019, 0.049], [-0.010, 1.097, 0.737], [-2.678, 2.828, -0.089], [0.718, 0.140, -0.020], [2.693, -3.358, 1.929], [0.944, -0.169, 1.264], [-2.050, -0.109, 0.288], [-0.010, -0.674, -0.494], [0.034, -1.003, -0.786]]
}